1.
C17H26N4O4 | ωB97M-V/def2-TZVPD

Computed properties:
Largest force on an atom: 0.3598 hartree/bohr
Energy above the lowest of the compared OMol25 structures with the same formula, charge and spin: 2193.0 kJ/mol
E_LUMO: 0.4 eV
HOMO-LUMO gap: 9.130 eV

```
51
Properties=species:S:1:pos:R:3:forces:R:3:nbo_charge:R:1
C 1.03490 4.43383 -1.93424 5.82 -3.16 5.39 -0.59
C 1.70880 2.92941 -2.02987 -1.31 2.51 -4.65 -0.36
C 0.67873 1.77557 -1.93582 1.01 2.72 -5.16 -0.41
C 1.41232 0.49724 -1.97395 2.36 0.93 -0.47 -0.41
C 0.52650 -0.66826 -2.14821 -5.50 7.74 3.67 -0.35
C 1.03534 -1.82417 -1.66650 -4.13 -4.15 6.06 -0.43
C 0.07413 -2.95532 -1.88554 3.94 -4.61 7.27 -0.30
H -0.02124 -3.29955 -2.78946 -1.11 -1.27 -5.44 0.20
H 0.82652 -4.02965 -1.44069 -2.04 2.85 -1.22 0.17
C -1.17371 -3.18416 -1.00256 1.62 2.45 1.18 0.02
N -2.22694 -2.34672 -1.37526 1.45 -7.79 -11.82 -0.55
C -2.63926 -1.43663 -0.65784 -7.32 4.40 -3.09 0.73
O -3.59775 -0.79363 -1.15957 0.76 1.32 2.27 -0.69
N -2.06556 -1.48585 0.49941 2.68 -3.65 -3.46 -0.55
C -0.93191 -2.49953 0.38197 -10.97 2.78 -10.44 0.79
O -0.31479 -2.52978 1.25352 11.04 -2.57 12.47 -0.49
C -2.29654 -0.54572 1.33949 -0.89 3.40 10.50 -0.25
H -3.29556 -0.06830 1.31506 0.31 -0.78 -0.36 0.27
H -2.21663 -1.24291 2.54575 -0.38 2.48 -2.89 0.16
C -1.33781 0.68553 1.56929 3.75 -15.01 0.31 0.71
O -1.49002 1.73689 1.41968 -5.91 17.39 -2.20 -0.53
N -0.04162 0.35528 1.78697 1.46 -10.85 1.16 -0.65
C 1.07636 1.03177 1.77898 0.16 5.63 -2.10 0.33
N 2.22984 0.63654 1.72225 4.84 -11.22 1.71 -0.23
O 3.38692 1.37417 1.83310 -7.13 5.07 -1.66 -0.28
C 2.48805 2.61307 1.64331 6.62 5.67 -0.15 0.35
C 1.21267 2.43502 1.46092 -2.86 0.28 2.78 -0.43
H 0.34968 3.03751 1.78737 0.97 0.71 -1.17 0.28
C 3.25356 4.09207 1.59462 8.98 -14.49 6.88 -0.57
H 4.15549 3.84279 1.03284 -0.16 0.57 -0.43 0.22
H 2.72324 4.69220 1.26531 -8.86 10.39 -5.46 0.16
H 3.65715 4.21743 2.62902 -0.70 0.49 -0.74 0.22
H 0.19495 -0.83097 1.80317 -0.84 4.58 0.30 0.42
H -2.55959 -2.59574 -2.59786 0.81 1.83 5.53 0.42
C -1.59868 -4.56033 -0.76233 -2.14 5.07 1.42 -0.63
H -1.74834 -5.17626 -1.45134 -0.21 -4.89 -6.63 0.22
H -2.48625 -4.72831 -0.23241 -2.59 1.36 0.52 0.23
H -1.14121 -4.93602 -0.02808 5.37 -3.43 5.02 0.22
H 1.36337 -1.83432 -0.50535 -0.99 0.57 -2.37 0.21
H 1.89102 -1.92266 -2.06679 6.37 -1.86 -3.32 0.22
H -0.58595 -0.29695 -1.39021 2.94 -0.97 -1.09 0.11
H -0.16081 -0.40672 -2.89843 -0.16 -1.19 -2.43 0.25
H 2.02898 0.57586 -1.03592 -0.26 -1.12 -0.74 0.22
H 2.14458 0.51307 -2.89629 -1.01 0.09 1.72 0.19
H 0.20226 2.08764 -1.06034 -1.76 -0.61 1.34 0.23
H 0.07873 1.87418 -2.99141 0.53 -0.15 2.87 0.19
H 2.38977 2.89440 -1.26158 1.73 -0.31 1.84 0.19
H 2.31746 2.92108 -3.06677 -1.23 -0.26 2.26 0.18
H 0.58739 4.41656 -0.92735 -0.52 0.47 -0.64 0.20
H 0.50551 4.70944 -2.69394 -3.72 1.29 -4.31 0.19
H 1.90019 5.15961 -1.86635 -0.81 -0.71 -0.04 0.20
```
Positions in Å, forces in eV/Å.

=====

2.
C21H21FN2O4S | ωB97M-V/def2-TZVPD

Computed properties:
Largest force on an atom: 0.0153 hartree/bohr
Energy above the lowest of the compared OMol25 structures with the same formula, charge and spin: 138.7 kJ/mol
E_LUMO: 0.7 eV
Structure (SMILES): COc1cccc(CNc2ccc(S(N)(=O)=O)cc2)c1OCc1ccccc1F
HOMO-LUMO gap: 8.716 eV

```
50
Properties=species:S:1:pos:R:3:forces:R:3:nbo_charge:R:1
C -1.91509 -4.32037 0.70506 -0.07 -0.25 -0.03 -0.25
O -1.58822 -2.96493 0.89241 0.14 0.42 0.01 -0.50
C -1.37178 -2.18935 -0.20315 0.09 0.10 0.00 0.26
C -1.44168 -2.63709 -1.51494 -0.06 -0.20 0.30 -0.29
C -1.19209 -1.76874 -2.56395 0.05 0.18 -0.10 -0.19
C -0.86869 -0.45120 -2.31981 -0.06 -0.10 0.00 -0.23
C -0.80134 0.02496 -1.01567 -0.07 -0.12 0.38 -0.07
C -0.42267 1.46626 -0.75622 0.01 -0.06 0.16 -0.25
N 0.87267 1.81619 -1.29718 -0.18 0.30 -0.41 -0.58
C 2.04413 1.25557 -0.86117 0.34 -0.01 0.15 0.19
C 2.13926 0.55053 0.34639 -0.11 0.05 -0.13 -0.24
C 3.35996 0.06590 0.76948 0.07 -0.07 0.01 -0.17
C 4.49055 0.27243 0.00345 0.48 -0.41 0.19 -0.39
S 6.05739 -0.31622 0.57373 0.41 0.49 0.46 2.30
N 6.61365 1.02472 1.44793 -0.31 -0.58 -0.44 -1.08
O 5.87354 -1.39478 1.50426 -0.33 0.26 0.04 -0.94
O 6.95184 -0.49754 -0.53521 -0.23 0.33 -0.09 -0.95
C 4.42053 0.95919 -1.19409 -0.07 0.03 -0.16 -0.16
C 3.20614 1.44436 -1.62580 0.04 -0.08 0.06 -0.25
C -1.05282 -0.84047 0.04347 -0.08 0.02 -0.12 0.30
O -0.95928 -0.36406 1.33705 0.34 -0.35 -0.27 -0.53
C -2.19251 -0.32103 2.04892 -0.40 0.00 0.13 -0.08
C -3.12527 0.67550 1.40991 0.03 -0.26 -0.05 -0.17
C -3.02453 2.03334 1.68714 -0.13 -0.07 -0.08 -0.17
C -3.81568 2.95770 1.02896 0.06 0.18 0.06 -0.23
C -4.72285 2.53937 0.06962 0.03 -0.05 0.01 -0.19
C -4.84341 1.19364 -0.22679 0.02 -0.18 -0.03 -0.30
C -4.04431 0.28608 0.44339 -0.05 0.16 0.10 0.48
F -4.18443 -1.02569 0.14802 0.03 0.14 0.06 -0.34
H -2.85350 -4.43137 0.15271 0.05 -0.01 0.00 0.18
H -1.11573 -4.85759 0.18575 -0.04 0.02 0.00 0.18
H -2.03411 -4.73310 1.70573 0.00 -0.02 -0.10 0.20
H -1.68950 -3.66374 -1.72968 -0.03 -0.11 0.03 0.22
H -1.25273 -2.13332 -3.57809 -0.01 -0.04 -0.09 0.21
H -0.67715 0.22154 -3.14248 0.04 0.08 -0.11 0.20
H -1.16152 2.12910 -1.21681 0.07 -0.04 0.12 0.22
H -0.41946 1.65539 0.31890 -0.10 0.06 -0.15 0.22
H 0.87546 2.08785 -2.26856 0.01 0.00 0.12 0.38
H 1.26200 0.36845 0.94342 -0.13 -0.02 0.11 0.22
H 3.45136 -0.49191 1.68750 -0.10 -0.07 0.14 0.24
H 6.68902 0.81181 2.42944 -0.04 -0.14 0.20 0.40
H 7.49132 1.35571 1.08123 0.18 0.00 -0.18 0.40
H 5.32005 1.08587 -1.77458 0.06 0.07 -0.16 0.24
H 3.13783 1.97767 -2.56343 0.01 0.06 -0.09 0.21
H -1.92064 -0.00538 3.05835 -0.09 -0.03 -0.10 0.20
H -2.64806 -1.31520 2.08592 0.12 0.17 0.05 0.21
H -2.31297 2.36072 2.43048 0.10 0.03 0.10 0.22
H -3.72310 4.00711 1.26325 0.00 0.10 0.02 0.22
H -5.33905 3.25868 -0.44758 -0.06 0.06 -0.04 0.22
H -5.54254 0.83741 -0.96671 -0.07 -0.06 -0.08 0.23
```
Positions in Å, forces in eV/Å.

=====

3.
C4H7NO | ωB97M-V/def2-TZVPD

Computed properties:
Largest force on an atom: 0.0276 hartree/bohr
Energy above the lowest of the compared OMol25 structures with the same formula, charge and spin: 147.5 kJ/mol
E_LUMO: 1.0 eV
Structure (SMILES): O=CNC1CC1
HOMO-LUMO gap: 10.621 eV

```
13
Properties=species:S:1:pos:R:3:forces:R:3:nbo_charge:R:1
O 2.77735 -1.47388 -0.04962 -0.16 -0.33 -0.61 -0.63
C 1.72516 -1.00610 -0.45365 0.21 -0.15 0.03 0.52
N 1.14337 -0.02952 0.27963 0.20 -0.29 -0.02 -0.62
C -0.05202 0.74595 0.06864 0.10 0.04 -0.06 -0.06
C -1.31212 0.43185 0.83669 0.02 -0.01 0.20 -0.42
C -1.24023 0.13003 -0.63011 0.03 -0.09 -0.14 -0.42
H 1.22202 -1.34724 -1.36986 -0.04 0.12 0.04 0.12
H 1.83243 0.05941 1.02890 -0.95 0.96 0.42 0.41
H 0.11469 1.80067 -0.15227 0.08 -0.26 0.06 0.21
H -1.26511 -0.41200 1.51704 0.01 0.10 -0.09 0.22
H -1.94327 1.25327 1.16743 0.21 -0.13 -0.07 0.22
H -1.80999 0.75924 -1.31156 0.24 -0.11 0.15 0.22
H -1.19229 -0.91167 -0.93125 0.06 0.15 0.10 0.22
```
Positions in Å, forces in eV/Å.

=====

4.
C16H33O4 | ωB97M-V/def2-TZVPD

Computed properties:
Largest force on an atom: 0.1484 hartree/bohr
Energy above the lowest of the compared OMol25 structures with the same formula, charge and spin: 208.3 kJ/mol
Net charge: -1
E_LUMO: 2.5 eV
HOMO-LUMO gap: 6.676 eV

```
53
Properties=species:S:1:pos:R:3:forces:R:3:nbo_charge:R:1
C -2.95544 0.24050 5.40488 -0.62 -0.71 0.83 -0.28
O -1.51956 0.50934 5.58278 -0.58 -1.57 0.67 -0.56
C -0.81032 -0.65258 6.15496 0.54 -1.15 -0.32 -0.07
C -0.71067 -1.94073 5.10427 0.73 0.03 1.02 -0.44
C 0.76864 -2.03470 4.35577 -1.18 -0.61 -0.34 -0.42
C 0.77865 -3.49880 3.56475 1.31 0.07 0.87 -0.41
C 1.66201 -3.48130 2.18385 -1.15 -0.58 -0.61 -0.41
C 0.77409 -3.16569 0.81703 0.66 -0.87 -0.43 -0.41
C 1.84092 -3.39783 -0.44929 -0.45 1.01 1.24 -0.41
C 1.55591 -2.41518 -1.72979 1.88 -1.13 -1.02 -0.42
C 2.81000 -1.31766 -1.86186 -0.94 0.63 -0.57 -0.42
C 2.33615 0.09738 -1.17205 -0.13 0.41 -0.55 -0.41
C 2.33210 1.35591 -2.26337 -0.72 -0.77 0.25 -0.51
C 1.00602 1.15101 -3.25563 -3.80 -0.96 -3.10 0.74
O 0.06078 2.10156 -3.19719 4.26 -3.71 0.02 -0.78
O 0.83007 -0.02918 -4.13958 1.74 5.64 4.83 -0.85
H -3.60880 1.16015 5.75417 1.61 -1.68 -0.80 0.20
H -3.22597 -0.66070 6.13939 0.27 1.81 -1.74 0.17
H -3.23883 -0.03455 4.29500 0.71 0.51 2.20 0.19
H 0.30652 -0.36532 6.44263 -2.52 -0.15 -0.78 0.20
H -1.31291 -1.03996 7.14705 0.65 0.97 -1.84 0.16
H -0.80818 -2.90562 5.78013 0.20 1.79 -1.39 0.19
H -1.61021 -1.96766 4.35534 1.85 0.22 1.29 0.22
H 1.62656 -2.05015 5.17566 -1.83 0.27 -1.79 0.20
H 0.91001 -1.13122 3.58934 -0.25 -1.98 1.77 0.22
H -0.31833 -3.90641 3.44665 2.19 0.90 -0.11 0.21
H 1.33618 -4.24705 4.30820 -1.32 1.47 -1.51 0.19
H 2.53462 -2.70248 2.21853 -1.66 -1.44 0.15 0.21
H 2.12992 -4.56180 2.02461 -0.88 2.29 0.33 0.20
H -0.10293 -3.94981 0.64825 1.76 1.60 0.72 0.19
H 0.27885 -2.10537 0.80893 1.19 -1.87 0.07 0.21
H 2.90438 -3.10488 0.00695 -2.18 -0.86 -1.17 0.19
H 1.81314 -4.54533 -0.68734 0.18 2.24 0.27 0.20
H 0.50564 -1.90002 -1.74134 2.16 -0.94 0.06 0.24
H 1.66134 -3.09879 -2.70283 -0.55 1.53 2.02 0.21
H 3.81209 -1.71486 -1.40575 -1.98 0.55 -0.61 0.18
H 3.02491 -1.10820 -3.00972 -0.72 -0.42 2.43 0.25
H 1.21514 -0.02046 -0.82568 2.27 0.28 -0.55 0.21
H 2.97866 0.39561 -0.23490 -1.12 -0.63 -1.77 0.19
H 2.18620 2.34540 -1.64228 0.24 -1.86 -1.53 0.22
H 3.32379 1.39253 -2.90166 -1.98 -0.15 1.34 0.21
C -2.96102 5.15129 -4.01505 -0.15 0.18 0.27 -0.63
C -2.08452 5.30445 -5.24784 0.22 -0.77 0.25 0.10
C -2.62885 4.50102 -6.41819 -0.06 0.02 -0.35 -0.63
O -0.76343 4.86316 -4.94586 -0.18 0.32 -0.19 -0.73
H -3.00249 4.10530 -3.69113 0.02 0.07 -0.16 0.22
H -2.55037 5.72511 -3.17727 -0.04 -0.03 -0.16 0.21
H -3.98083 5.49731 -4.21028 0.02 -0.03 0.03 0.19
H -2.02128 6.36235 -5.52533 0.17 -0.09 0.04 0.16
H -2.65858 3.43186 -6.17949 -0.04 0.14 0.11 0.21
H -1.98130 4.61081 -7.29465 -0.08 0.06 0.13 0.21
H -3.63862 4.82744 -6.68548 0.02 -0.05 -0.01 0.19
H -0.80986 3.92479 -4.69828 0.27 0.03 0.20 0.50
```
Positions in Å, forces in eV/Å.